This record from the Open Molecules 2025 dataset describes a structure of composition C36H44BrN5NiO3S. The level of theory is ωB97M-V/def2-TZVPD.

The geometry in XYZ format:
```
91
C36H44BrN5NiO3S ωB97M-V/def2-TZVPD
Ni 0.839 0.287 -1.842
O -1.478 -0.650 -5.499
C -2.686 -0.723 -4.886
C -3.769 -1.127 -5.665
C -5.029 -1.237 -5.112
C -5.237 -0.939 -3.768
C -4.165 -0.527 -3.003
C -2.878 -0.423 -3.537
C -1.777 0.061 -2.621
O -0.518 0.139 -3.198
N -1.714 -0.848 -1.447
N -0.496 -1.060 -0.955
C -0.241 -2.063 -0.200
C 1.106 -2.425 0.196
Br 2.494 -1.375 -0.638
C 1.501 -3.469 0.921
C 0.565 -4.367 1.623
C 0.654 -5.745 1.424
C -0.216 -6.595 2.085
C -1.158 -6.080 2.967
C -1.235 -4.712 3.183
C -0.379 -3.853 2.508
H -0.836 -0.396 -4.814
H -3.591 -1.347 -6.709
H -5.857 -1.551 -5.733
H -6.223 -1.019 -3.332
H -4.330 -0.251 -1.965
H -2.072 1.052 -2.229
H -2.388 -1.600 -1.381
H -1.024 -2.759 0.092
H 2.561 -3.688 0.995
H 1.396 -6.148 0.745
H -0.156 -7.661 1.917
H -1.826 -6.748 3.493
H -1.953 -4.317 3.890
H -0.427 -2.784 2.679
N 2.523 2.013 -0.104
C 3.165 3.109 -0.905
C 2.065 4.083 -1.306
C 1.135 3.538 -2.392
N 0.315 2.368 -1.966
C 1.951 3.161 -3.626
C 3.017 2.111 -3.328
N 2.373 0.763 -3.195
C 3.888 2.519 -2.122
H 1.719 2.330 0.495
H 3.163 1.434 0.440
H 2.057 1.445 -0.816
H 3.886 3.590 -0.246
H 2.544 4.977 -1.710
H 1.499 4.403 -0.427
H 0.450 4.344 -2.664
H -0.363 2.171 -2.701
H -0.203 2.591 -1.113
H 2.445 4.060 -3.999
H 1.296 2.811 -4.427
H 3.693 2.053 -4.183
H 3.105 0.057 -3.164
H 1.860 0.573 -4.057
H 4.560 3.299 -2.483
H 4.534 1.689 -1.816
O 0.096 2.339 0.928
S -0.267 3.162 2.167
C -1.458 2.197 3.178
C -1.944 0.923 2.550
C -1.690 -0.290 3.180
C -2.250 -1.461 2.691
C -3.051 -1.430 1.558
C -3.291 -0.222 0.916
C -2.742 0.950 1.411
C 1.179 3.077 3.234
C 1.682 1.715 3.665
C 2.341 1.638 4.890
C 2.874 0.438 5.336
C 2.752 -0.707 4.562
C 2.091 -0.642 3.344
C 1.560 0.559 2.892
H -2.281 2.896 3.333
H -0.978 2.009 4.138
H -1.079 -0.316 4.075
H -2.080 -2.393 3.214
H -3.513 -2.340 1.195
H -3.940 -0.188 0.050
H -2.963 1.894 0.925
H 0.921 3.689 4.102
H 1.942 3.642 2.687
H 2.438 2.525 5.505
H 3.379 0.398 6.291
H 3.160 -1.645 4.913
H 1.975 -1.536 2.742
H 1.007 0.575 1.961
```

The charge is +2. Its spin multiplicity is 3. The expectation value of S² is 2.006. As for the lowest unoccupied orbital energy (spin up / spin down): -0.19085 / -0.22239 Eh. The HOMO energy (spin up / spin down) is -12.27 / -12.26 eV. Its gap between HOMO and LUMO (spin up / spin down) is 7.07 / 6.21 eV. The relative energy (zero: lowest compared OMol25 entry of this formula, charge and spin) comes out at 1.1851 eV.